No. 1
DFT (wB97M-V/def2-TZVPD) results for a molecular structure, C38H37CuN5Si at a distorted geometry.

```
! RIJCOSX wB97M-V def2-TZVPD def2/J DEFGRID3
* xyz -1 1
Cu 0.61 -0.42 1.29
C -3.20 -2.08 2.33
N -1.85 -1.86 2.78
C -1.62 -1.10 3.99
C -1.14 0.26 3.68
N -0.16 0.51 2.83
C 0.14 1.91 2.96
C 1.21 2.67 2.52
C 1.32 4.01 2.88
C 0.33 4.61 3.65
C -0.74 3.87 4.15
C -0.81 2.47 3.86
N -1.59 1.38 4.33
C -3.36 -1.66 0.93
N -2.37 -1.71 0.07
C -2.86 -1.07 -1.06
C -2.26 -0.84 -2.30
C -2.95 -0.10 -3.26
C -4.19 0.46 -2.97
C -4.80 0.26 -1.75
C -4.17 -0.53 -0.81
N -4.46 -0.97 0.49
H -3.94 -1.50 2.92
H -3.43 -3.16 2.39
H -1.25 -1.56 2.01
H -0.87 -1.64 4.61
H -2.54 -0.98 4.61
H 1.98 2.28 1.86
H 2.19 4.59 2.59
H 0.40 5.69 3.90
H -1.51 4.32 4.76
H -2.31 1.40 5.05
H -1.25 -1.23 -2.48
H -2.55 0.06 -4.25
H -4.63 1.09 -3.75
H -5.75 0.76 -1.53
H -5.33 -0.89 1.04
C 1.29 -3.39 2.71
Si 1.84 -2.17 1.30
C 3.72 -1.73 1.56
C 1.76 -3.21 -0.31
C 2.80 -4.07 -0.68
C 2.75 -4.80 -1.86
C 1.68 -4.63 -2.73
C 0.63 -3.82 -2.38
C 0.64 -3.15 -1.17
H 1.56 -4.42 2.48
H 0.22 -3.29 2.87
H 1.83 -3.11 3.61
H 4.38 -2.57 1.39
H 3.91 -1.35 2.55
H 4.03 -0.95 0.84
H 3.62 -4.23 0.00
H 3.58 -5.47 -2.08
H 1.64 -5.20 -3.66
H -0.27 -3.78 -2.99
H -0.24 -2.56 -0.94
C 2.93 1.57 -5.15
C 1.68 1.91 -4.63
C 1.29 1.44 -3.39
C 2.15 0.66 -2.61
C 3.36 0.25 -3.20
C 3.80 0.75 -4.42
C 1.85 0.12 -1.29
C 0.96 0.52 -0.34
C 0.26 1.81 -0.44
C -1.11 2.00 -0.08
C -1.74 3.22 -0.26
C -1.05 4.27 -0.89
C 0.29 4.14 -1.11
C 0.96 2.94 -0.88
H 3.26 1.93 -6.13
H 1.00 2.63 -5.13
H 0.26 1.62 -3.03
H 4.00 -0.47 -2.68
H 4.79 0.46 -4.79
H 2.46 -0.78 -1.08
H -1.65 1.17 0.35
H -2.77 3.35 0.05
H -1.56 5.16 -1.24
H 0.90 5.00 -1.41
H 2.04 2.87 -1.06
*
```

- lowest unoccupied orbital energy (eV) = 2.18
- energy relative to the best compared isomer or geometry (same formula, charge and spin) (kJ/mol) = 0.0
- gap between HOMO and LUMO (eV) = 4.21
- electronic energy (Eh) = -3674.0009



No. 2
DFT (wB97M-V/def2-TZVPD) results for a molecular structure, C38H38BiCl5N3P2S2.

```
! RIJCOSX wB97M-V def2-TZVPD def2/J DEFGRID3
* xyz -1 1
Bi -1.06 -0.28 0.93
C -0.11 -2.57 -4.07
C -0.67 -1.57 -3.06
C -0.11 -0.17 -3.30
P -0.40 -2.00 -1.28
C -1.16 -3.67 -1.01
C -0.38 -4.94 -1.36
C -2.55 -3.67 -1.66
C 1.41 -1.98 -1.10
C 2.23 -2.98 -1.62
C 3.61 -2.88 -1.62
C 4.19 -1.71 -1.14
C 3.41 -0.70 -0.63
C 2.00 -0.81 -0.54
N 1.19 0.18 -0.05
C 1.67 1.29 0.65
C 2.76 1.24 1.54
C 3.16 2.34 2.26
C 2.47 3.54 2.15
C 1.38 3.61 1.31
C 0.97 2.51 0.55
P -0.47 2.59 -0.59
C -1.62 3.76 0.26
C -2.09 3.21 1.61
C -2.82 4.00 -0.66
C 0.19 3.60 -2.01
C 0.34 5.10 -1.79
C 1.53 3.00 -2.45
H -0.25 -2.17 -5.08
H 0.96 -2.72 -3.93
H -0.60 -3.54 -4.03
H -1.75 -1.53 -3.16
H 0.98 -0.18 -3.27
H -0.41 0.18 -4.29
H -0.46 0.54 -2.55
H -1.31 -3.69 0.07
H -0.10 -4.99 -2.41
H 0.52 -5.03 -0.75
H -1.01 -5.81 -1.14
H -2.49 -3.70 -2.75
H -3.10 -4.55 -1.33
H -3.12 -2.79 -1.36
H 1.78 -3.87 -2.04
H 4.22 -3.69 -2.01
H 5.26 -1.58 -1.17
H 3.88 0.21 -0.29
H 3.28 0.29 1.68
H 3.99 2.25 2.95
H 2.77 4.41 2.73
H 0.83 4.54 1.24
H -1.11 4.71 0.43
H -2.68 2.30 1.47
H -1.26 2.97 2.29
H -2.74 3.94 2.10
H -3.45 3.11 -0.71
H -3.43 4.82 -0.29
H -2.52 4.24 -1.68
H -0.53 3.43 -2.82
H 1.02 5.31 -0.96
H 0.76 5.57 -2.69
H -0.61 5.59 -1.59
H 2.31 3.26 -1.74
H 1.50 1.91 -2.51
H 1.82 3.39 -3.43
S -0.13 -2.47 1.97
C 1.13 -1.75 2.96
C 2.35 -2.41 3.03
C 3.37 -1.96 3.85
C 4.62 -2.67 3.89
N 5.62 -3.25 3.92
C 3.16 -0.82 4.64
C 1.95 -0.14 4.55
C 0.92 -0.56 3.71
S -0.53 0.40 3.59
C 4.19 -0.31 5.50
N 5.00 0.12 6.19
H 2.51 -3.29 2.41
H 1.81 0.76 5.13
Cl -3.34 0.12 -1.71
C -4.26 -0.42 -0.31
C -3.56 -0.93 0.77
C -4.34 -1.33 1.85
Cl -3.55 -2.00 3.26
C -5.73 -1.23 1.87
Cl -6.65 -1.73 3.24
C -6.39 -0.72 0.75
Cl -8.11 -0.59 0.74
C -5.65 -0.31 -0.35
Cl -6.46 0.31 -1.75
*
```

- lowest unoccupied orbital energy (eV) = 2.12
- energy relative to the best compared isomer or geometry (same formula, charge and spin) (kJ/mol) = 6.2
- gap between HOMO and LUMO (eV) = 6.72
- electronic energy (Eh) = -5629.8841



No. 3
DFT (wB97M-V/def2-TZVPD) results for a molecular structure, C38H38CoN6OS.

```
! RIJCOSX wB97M-V def2-TZVPD def2/J DEFGRID3
* xyz 1 1
Co 0.88 1.09 -0.35
C -2.47 1.85 3.92
C -2.32 0.66 3.22
C -1.17 0.43 2.47
C -0.17 1.39 2.40
C -0.34 2.60 3.08
C -1.47 2.82 3.84
N 0.94 1.19 1.54
C 2.18 1.28 1.99
C 2.61 1.34 3.35
C 3.93 1.42 3.63
C 4.94 1.46 2.62
C 4.59 1.39 1.31
C 3.22 1.29 0.99
N 2.70 1.23 -0.25
N 3.40 1.31 -1.32
C 2.57 1.29 -2.44
C 3.11 1.43 -3.71
C 2.26 1.42 -4.80
C 0.89 1.25 -4.60
C 0.43 1.12 -3.31
N 1.24 1.14 -2.25
H -3.36 2.03 4.50
H -3.09 -0.10 3.26
H -1.06 -0.49 1.91
H 0.43 3.36 2.99
H -1.59 3.76 4.37
H 1.87 1.31 4.15
H 4.24 1.46 4.67
H 5.98 1.54 2.90
H 5.33 1.41 0.52
H 4.18 1.56 -3.80
H 2.65 1.56 -5.80
H 0.20 1.23 -5.42
H -0.62 0.99 -3.10
C -3.88 -4.03 -1.82
C -3.14 -3.51 -0.58
C -1.71 -4.04 -0.61
C -3.83 -4.04 0.69
C -3.20 -1.98 -0.56
C -4.45 -1.34 -0.51
C -4.57 0.03 -0.48
C -3.40 0.79 -0.48
S -3.23 2.51 -0.42
C -1.52 2.34 -0.45
N -1.09 1.11 -0.51
C -2.15 0.20 -0.53
C -2.05 -1.20 -0.58
C -0.56 3.42 -0.40
C -0.92 4.76 -0.37
C 0.07 5.73 -0.30
C 1.40 5.33 -0.25
C 1.75 3.99 -0.27
C 0.77 3.01 -0.35
H -3.86 -5.12 -1.84
H -3.41 -3.67 -2.74
H -4.93 -3.72 -1.83
H -1.73 -5.13 -0.61
H -1.15 -3.71 0.27
H -1.18 -3.72 -1.51
H -3.74 -5.13 0.73
H -4.89 -3.80 0.71
H -3.36 -3.62 1.58
H -5.36 -1.94 -0.51
H -5.54 0.50 -0.44
H -1.07 -1.64 -0.63
H -1.97 5.05 -0.41
H -0.19 6.78 -0.28
H 2.18 6.08 -0.19
H 2.80 3.74 -0.24
C 2.13 -4.36 -0.43
N 1.65 -3.06 0.06
C 1.55 -2.85 1.51
C 1.45 -2.01 -0.73
C 1.66 -2.10 -2.21
O 1.09 -0.93 -0.22
H 2.00 -5.09 0.37
H 3.18 -4.33 -0.70
H 1.54 -4.69 -1.28
H 1.57 -3.81 2.01
H 0.63 -2.33 1.75
H 2.38 -2.23 1.87
H 1.81 -3.11 -2.58
H 2.54 -1.51 -2.47
H 0.80 -1.65 -2.72
*
```

- lowest unoccupied orbital energy (spin up / spin down) (eV) = -3.68 / -3.68
- energy relative to the best compared isomer or geometry (same formula, charge and spin) (kJ/mol) = 0.0
- gap between HOMO and LUMO (spin up / spin down) (eV) = 6.06 / 6.06
- electronic energy (Eh) = -3655.4698



No. 4
DFT (wB97M-V/def2-TZVPD) results for a molecular structure, C38H38F3N2O3SSiY.

```
! RIJCOSX wB97M-V def2-TZVPD def2/J DEFGRID3
* xyz 0 1
Y -0.13 0.50 1.31
C -2.54 0.10 4.04
C -1.45 -0.44 4.73
C -0.46 0.41 5.22
C -0.54 1.78 5.00
C -1.61 2.30 4.30
C -2.62 1.47 3.84
H -3.33 -0.55 3.68
H -1.39 -1.50 4.90
H 0.37 0.00 5.77
H 0.26 2.42 5.35
H -1.66 3.37 4.10
H -3.45 1.89 3.28
C -1.68 -1.02 0.37
Si -1.07 -1.61 -1.23
C 0.65 -2.27 -0.84
N 1.51 -1.34 -0.05
C 2.54 -2.11 0.68
C 3.54 -2.81 -0.23
C 4.24 -1.79 -1.12
C 3.21 -0.97 -1.90
C 2.20 -0.36 -0.94
C -2.03 -3.04 -1.99
C -2.57 -3.00 -3.28
C -3.29 -4.07 -3.79
C -3.47 -5.22 -3.04
C -2.94 -5.29 -1.76
C -2.23 -4.21 -1.24
C -1.05 -0.30 -2.56
C -2.03 0.70 -2.59
C -2.08 1.65 -3.59
C -1.14 1.62 -4.62
C -0.16 0.63 -4.62
C -0.12 -0.31 -3.61
H -1.84 -1.92 0.99
H -2.65 -0.52 0.28
H 1.16 -2.65 -1.73
H 0.46 -3.14 -0.21
H 2.04 -2.81 1.35
H 3.10 -1.40 1.30
H 3.03 -3.56 -0.84
H 4.26 -3.35 0.40
H 4.94 -2.29 -1.81
H 4.84 -1.12 -0.50
H 2.72 -1.60 -2.64
H 3.70 -0.16 -2.44
H 1.44 0.20 -1.49
H 2.71 0.36 -0.29
H -2.44 -2.11 -3.88
H -3.71 -4.01 -4.79
H -4.03 -6.06 -3.44
H -3.08 -6.18 -1.16
H -1.84 -4.28 -0.23
H -2.77 0.74 -1.79
H -2.85 2.42 -3.57
H -1.17 2.36 -5.40
H 0.57 0.60 -5.42
H 0.65 -1.08 -3.63
F 4.95 2.66 3.03
C 5.11 1.40 2.62
F 6.29 0.98 3.11
F 5.23 1.42 1.29
C 3.99 0.50 3.07
C 4.28 -0.59 3.87
C 3.27 -1.48 4.25
C 2.01 -1.24 3.77
N 1.70 -0.19 3.00
C 2.65 0.72 2.68
S 2.12 2.09 1.76
H 5.30 -0.76 4.19
H 3.48 -2.33 4.88
H 1.19 -1.92 3.99
O -0.01 4.65 -1.32
C -1.36 4.60 -1.41
C -2.08 5.51 -2.17
C -3.47 5.44 -2.21
C -4.15 4.48 -1.47
C -3.42 3.59 -0.70
C -2.03 3.62 -0.67
C -1.31 2.57 0.09
O -0.28 2.04 -0.41
O -1.77 2.16 1.20
H 0.32 5.36 -1.89
H -1.56 6.27 -2.74
H -4.02 6.15 -2.82
H -5.23 4.43 -1.50
H -3.93 2.83 -0.11
*
```

- lowest unoccupied orbital energy (eV) = 0.27
- energy relative to the best compared isomer or geometry (same formula, charge and spin) (kJ/mol) = 43.9
- gap between HOMO and LUMO (eV) = 8.25
- electronic energy (Eh) = -2831.8874